(1)
{"formula": "C24H65ClN16O34", "method": "ωB97M-V/def2-TZVPD", "elements": ["C", "C", "C", "N", "C", "C", "C", "C", "C", "C", "H", "H", "H", "H", "H", "H", "H", "H", "H", "H", "H", "H", "H", "H", "H", "H", "H", "H", "H", "H", "Cl", "O", "O", "O", "O", "C", "N", "O", "O", "H", "H", "H", "C", "N", "O", "O", "H", "H", "H", "C", "N", "O", "O", "H", "H", "H", "C", "N", "O", "O", "H", "H", "H", "C", "N", "O", "O", "H", "H", "H", "C", "N", "O", "O", "H", "H", "H", "C", "N", "O", "O", "H", "H", "H", "C", "N", "O", "O", "H", "H", "H", "C", "N", "O", "O", "H", "H", "H", "C", "N", "O", "O", "H", "H", "H", "C", "N", "O", "O", "H", "H", "H", "C", "N", "O", "O", "H", "H", "H", "C", "N", "O", "O", "H", "H", "H", "C", "N", "O", "O", "H", "H", "H", "C", "N", "O", "O", "H", "H", "H"], "positions_angstrom": [[4.98846, -0.19791, 2.79162], [4.01389, -0.97527, 1.95939], [4.04476, -2.44054, 2.32530], [2.89642, -3.27696, 1.80893], [2.73391, -3.16364, 0.25814], [1.74144, -4.21950, -0.36474], [2.28530, -5.64044, -0.01731], [2.29876, -5.79235, 1.51000], [3.21163, -4.73208, 2.15975], [1.58021, -2.91802, 2.48233], [5.98159, -0.64739, 2.94466], [4.64471, -0.05751, 3.80878], [5.10396, 0.81881, 2.38232], [4.21654, -0.80512, 0.88881], [3.00724, -0.52589, 2.13386], [4.06341, -2.60251, 3.39569], [4.92355, -2.87713, 1.86551], [3.76577, -3.20596, -0.14469], [2.46608, -2.14125, 0.01106], [1.77348, -4.07125, -1.44335], [0.68344, -4.13960, -0.03567], [3.28476, -5.76501, -0.52389], [1.59142, -6.38054, -0.42226], [2.65076, -6.75967, 1.83831], [1.23918, -5.62457, 1.80695], [4.25518, -4.90550, 1.83959], [3.22403, -4.77776, 3.26527], [1.35675, -1.85203, 2.48931], [1.64200, -3.21881, 3.50851], [0.78293, -3.42483, 1.98342], [0.07446, -0.23243, 0.21615], [1.50273, -0.21845, -0.07045], [-0.40922, -1.53137, 0.02836], [-0.16803, 0.14750, 1.58839], [-0.64489, 0.68788, -0.64774], [-3.92025, 0.42940, -3.17969], [-4.22335, -0.72592, -2.37266], [-5.41590, -1.00867, -2.25034], [-3.25996, -1.32150, -1.92962], [-3.46439, 0.16225, -4.12626], [-3.23007, 1.07181, -2.61872], [-4.81649, 0.94913, -3.40160], [1.89949, 2.29691, 2.04495], [2.56161, 3.46782, 1.33627], [3.45785, 3.18054, 0.50345], [2.25151, 4.59143, 1.67145], [2.29968, 1.38019, 1.64136], [0.80738, 2.39107, 1.89140], [2.09462, 2.41325, 3.09188], [-0.52483, 1.25350, 4.48898], [0.64307, 0.32582, 4.60085], [0.47736, -0.87344, 4.46807], [1.73347, 0.83475, 4.75572], [-1.25014, 0.77846, 5.13844], [-0.81735, 1.27203, 3.47188], [-0.18388, 2.18696, 4.82598], [-5.16273, 3.88261, -0.04903], [-4.67236, 3.39942, -1.35783], [-3.48997, 3.17169, -1.49952], [-5.51982, 3.26339, -2.23405], [-5.86897, 3.13400, 0.29894], [-5.70585, 4.78082, -0.28194], [-4.27418, 3.97724, 0.59297], [-1.50750, 4.58761, -3.34333], [-1.87468, 5.91638, -2.78561], [-1.74171, 6.84463, -3.54179], [-2.23380, 5.98129, -1.61698], [-1.65069, 3.84906, -2.53746], [-0.49281, 4.61506, -3.71360], [-2.23068, 4.36517, -4.16392], [3.88976, -1.79835, -4.99017], [3.72401, -2.62630, -3.78173], [3.79444, -3.80599, -3.91178], [3.47023, -2.02954, -2.70177], [4.09532, -2.41691, -5.84082], [4.68290, -1.04023, -4.79235], [2.92396, -1.37464, -5.12941], [0.49777, 1.96534, -4.16245], [-0.55032, 1.65600, -5.16345], [-1.49848, 1.03520, -4.72520], [-0.42236, 2.06988, -6.29998], [0.07247, 2.54522, -3.34805], [1.26303, 2.51397, -4.63345], [0.84575, 1.03196, -3.69591], [-4.52464, 3.47419, 4.51870], [-4.12391, 2.00251, 4.51486], [-3.16250, 1.64879, 5.20122], [-4.87950, 1.17904, 4.01887], [-5.62299, 3.40862, 4.47895], [-4.25068, 3.95233, 3.58877], [-3.99333, 3.95927, 5.30567], [3.08836, 5.47531, -1.56555], [1.94933, 4.75308, -2.17932], [1.32402, 3.91699, -1.51715], [1.75665, 4.97802, -3.35844], [3.96130, 4.85222, -1.80319], [2.92698, 5.52389, -0.49953], [3.18281, 6.44106, -2.00314], [3.38205, 1.25853, -1.78738], [4.43716, 1.89169, -2.61937], [4.31450, 3.09383, -2.96770], [5.32811, 1.17243, -3.03860], [2.37900, 1.65913, -1.92879], [3.67100, 1.44501, -0.75555], [3.40356, 0.19698, -2.08487], [-2.35355, -4.30707, -1.15650], [-3.56903, -4.60693, -0.33003], [-3.84583, -3.82047, 0.54711], [-4.26077, -5.54420, -0.61500], [-1.74404, -3.76341, -0.47023], [-2.71195, -3.70332, -1.96138], [-1.88191, -5.24317, -1.42152], [-1.12553, 4.29689, 0.67832], [-1.71830, 4.29697, 2.07552], [-1.26949, 3.50044, 2.84552], [-2.62728, 5.04151, 2.27350], [-1.71982, 3.58268, 0.09999], [-0.10959, 3.93577, 0.69370], [-1.21415, 5.30781, 0.32390], [-0.00620, -1.91727, -2.77509], [-0.05606, -2.10313, -4.25547], [0.40702, -1.12304, -4.93746], [-0.71283, -2.99530, -4.74861], [-0.77291, -1.16995, -2.60130], [0.94036, -1.46514, -2.57836], [-0.20316, -2.86730, -2.30125], [-3.01980, -5.56545, 3.94863], [-1.71473, -5.74602, 3.26165], [-1.41104, -4.76283, 2.60818], [-1.01293, -6.75585, 3.47313], [-2.86882, -5.00083, 4.85290], [-3.31590, -6.55112, 4.25109], [-3.72275, -5.19821, 3.21869], [-3.46334, -0.48531, 1.39692], [-3.82412, 0.90774, 1.24207], [-3.11517, 1.78360, 1.79720], [-4.72590, 1.20762, 0.46455], [-2.85816, -0.81246, 0.52673], [-4.34499, -1.09246, 1.49116], [-2.88335, -0.62631, 2.30085]], "forces_ev_per_angstrom": [[0.885, 0.896, 0.629], [-1.217, 0.510, -0.351], [-0.462, -0.134, -0.837], [-1.147, -0.535, -0.822], [0.039, 0.044, 0.124], [1.369, -0.303, 0.897], [0.079, 0.512, -0.536], [-0.368, 1.518, -0.325], [0.456, -0.058, 0.150], [0.682, 0.506, -0.213], [-0.167, 0.007, -0.619], [-0.458, -0.024, 0.265], [0.165, -0.402, 0.078], [-0.031, -0.338, 0.310], [0.592, -0.528, -0.115], [0.033, 0.065, 0.274], [0.311, -0.201, 0.152], [-0.512, -0.725, 0.102], [-0.537, 0.061, 0.401], [0.020, 0.133, 0.007], [0.740, 0.349, -0.011], [-0.845, -0.036, 0.676], [0.211, -0.074, -0.102], [-0.072, -0.276, 0.117], [0.691, -0.421, 0.289], [-0.428, 0.119, -0.036], [-0.205, -0.042, -0.525], [0.365, -0.037, -0.395], [0.051, -0.298, 0.549], [-0.391, -0.337, -0.203], [-0.243, 2.572, 0.292], [-0.195, 0.374, -0.006], [-0.782, -2.739, -0.525], [0.503, 0.065, 0.102], [0.737, -0.319, 0.125], [0.811, 1.385, -0.361], [-1.385, -0.163, -0.532], [1.601, -0.352, 0.426], [-0.329, -0.687, 0.511], [0.195, -0.477, 0.169], [-0.161, -0.303, -0.207], [-0.853, 0.451, 0.058], [-0.625, 0.963, -0.834], [1.478, -1.194, -0.443], [-1.645, 0.894, 1.628], [0.104, -0.460, -0.473], [-0.031, 0.020, -0.161], [0.671, -0.117, -0.032], [0.248, 0.131, 0.484], [0.400, -1.984, 1.134], [0.139, -0.054, -0.797], [-0.255, 0.267, 0.257], [0.546, 0.035, 0.215], [-0.257, 0.330, -0.229], [-0.430, -0.132, -0.911], [0.202, 1.171, 0.437], [0.436, -0.224, 0.108], [-0.888, -0.185, -0.671], [-0.009, -0.105, 0.036], [0.719, 0.031, 0.430], [0.181, 0.099, 0.099], [0.058, 0.574, 0.174], [-0.718, 0.174, -0.126], [-1.256, -1.073, 0.171], [0.450, -0.435, 0.198], [-0.204, 0.606, 0.018], [-0.005, 0.181, -0.650], [0.228, 0.411, -0.507], [0.093, 0.295, -0.039], [0.619, 0.273, 0.581], [0.869, 0.831, 0.366], [-0.309, 1.711, 1.519], [0.029, -1.309, 0.330], [0.437, -1.080, -1.750], [0.358, -0.446, -0.119], [-0.785, -0.520, -0.136], [-0.708, 0.841, -0.136], [-0.163, -0.698, 0.929], [0.106, 0.261, 0.308], [-0.194, -0.017, -0.424], [-0.105, -0.311, 0.485], [-0.240, 0.017, -0.176], [0.939, 0.522, -0.555], [-0.173, 0.195, -0.558], [-0.659, -1.333, -1.351], [-0.010, -1.065, 1.471], [-0.799, 1.108, -0.819], [0.257, 1.043, -0.338], [0.474, 0.388, 0.762], [0.479, -0.270, -0.361], [-0.159, 0.161, 0.742], [0.218, -0.813, 0.574], [-0.085, -0.494, -0.122], [0.508, 0.939, -0.564], [-0.283, -0.160, 0.283], [-0.316, 0.286, 0.190], [0.008, -0.058, 0.169], [-0.127, 0.575, -0.486], [0.105, -0.894, 0.031], [-0.380, 1.734, -2.036], [0.221, -2.263, 1.007], [-0.327, 0.415, 0.583], [0.381, 0.445, -0.249], [-0.056, -0.282, -0.037], [0.042, 0.493, 0.495], [-0.357, -0.684, 1.154], [-0.163, 0.614, -0.209], [0.262, 0.441, 0.544], [-0.198, -1.113, -0.458], [0.588, 0.673, 0.102], [0.030, 0.276, -0.616], [-0.171, -0.121, -0.379], [-0.402, -0.263, 0.450], [1.440, -0.665, -2.424], [0.438, -0.584, 1.347], [-1.397, 1.096, 0.589], [-0.121, 0.306, 0.095], [0.170, 0.102, 0.290], [-0.044, 0.124, -0.297], [-0.249, -0.082, -1.015], [-0.429, 2.605, -2.046], [-0.430, -2.703, 1.595], [0.803, 0.195, 0.565], [-0.296, -0.090, 0.285], [0.677, -0.008, 0.452], [0.032, 0.047, 0.133], [-0.039, -1.758, -0.045], [0.905, -0.086, 0.805], [0.805, -0.785, -0.364], [-1.360, 1.968, -0.685], [0.087, 0.645, -0.084], [-0.269, -0.509, 0.183], [-0.049, 0.596, 0.047], [0.759, -1.269, 0.260], [0.836, 2.926, -0.518], [-1.295, -1.827, -0.761], [0.672, -0.988, 0.857], [-0.486, 0.392, 0.367], [-0.513, -0.035, -0.348], [0.214, 0.360, 0.018]], "mulliken_charge": [-1.788, 1.787, -1.262, 0.698, 0.365, 0.660, -1.200, -0.131, -0.849, 0.249, 0.414, 0.388, 0.346, 0.165, -0.793, 0.408, 0.449, 0.474, -1.005, 0.300, -0.358, 0.343, 0.457, 0.464, -0.063, 0.423, 0.526, -0.972, 0.454, 0.268, 0.213, -0.692, -0.360, -0.162, 0.186, -0.767, 0.855, -0.590, -0.367, 0.386, -0.029, 0.486, 0.609, 1.059, -0.586, -0.603, -0.619, -0.553, 0.574, -0.721, 1.155, -0.637, -0.678, 0.433, 0.071, 0.402, -0.722, 0.673, -0.042, -0.619, 0.323, 0.404, 0.046, -0.319, 1.054, -0.619, -0.568, -0.098, 0.295, 0.305, -0.651, 0.786, -0.552, -0.407, 0.347, 0.242, 0.155, 0.142, 0.936, -0.445, -0.644, -0.347, 0.561, -0.315, -0.705, 1.065, -0.617, -0.563, 0.328, 0.167, 0.324, -0.811, 0.833, -0.212, -0.541, 0.217, 0.240, 0.395, 0.833, 1.127, -0.674, -0.645, -0.294, -0.056, -0.296, -0.465, 0.945, -0.474, -0.609, -0.073, 0.297, 0.342, 0.550, 0.995, -0.513, -0.669, 0.026, -0.918, 0.442, 0.443, 1.049, -0.606, -0.618, -0.095, -0.273, 0.012, -0.767, 0.809, -0.357, -0.537, 0.259, 0.348, 0.242, -0.750, 0.848, -0.160, -0.630, -0.247, 0.606, 0.229], "e_homo_ev": -10.4873, "lumo_ev": -0.51, "e_tot_ev": -131872.8027}

(2)
{"formula": "C6H14N2O6S", "method": "ωB97M-V/def2-TZVPD", "elements": ["C", "C", "C", "O", "C", "O", "N", "N", "C", "C", "H", "H", "H", "H", "H", "H", "H", "H", "H", "H", "H", "H", "H", "H", "O", "S", "O", "O", "O"], "positions_angstrom": [[-3.20642, 0.07813, 0.56221], [-2.54505, -0.45521, -0.70630], [-1.34525, -1.35057, -0.38301], [-0.22619, -1.11679, -1.21781], [0.52591, -0.01828, -1.01010], [1.47316, 0.25255, -1.71844], [0.09773, 0.79001, 0.13582], [1.15328, 0.78992, 1.11022], [1.06176, 1.88897, 2.04200], [-0.34334, 2.37117, 2.38902], [-2.64383, 0.91634, 0.94220], [-3.23000, -0.67957, 1.33368], [-4.21726, 0.40519, 0.35448], [-2.18331, 0.37595, -1.28962], [-3.25619, -1.01187, -1.29459], [-1.08102, -1.27907, 0.66243], [-1.61154, -2.37958, -0.57254], [0.05737, 1.71758, -0.25503], [1.17467, -0.09276, 1.59064], [1.65396, 2.71716, 1.66337], [1.53916, 1.56741, 2.95689], [-0.27172, 3.03914, 3.24018], [-0.75968, 2.96062, 1.58600], [-1.01027, 1.56045, 2.63681], [3.79582, -1.37275, -3.79405], [3.83754, -2.60555, -2.95332], [2.47593, -3.22399, -2.89308], [4.28551, -2.25862, -1.56704], [4.79930, -3.58595, -3.55103]], "forces_ev_per_angstrom": [[0.019, -0.066, -0.454], [0.347, -0.026, 0.739], [-0.192, -0.048, -0.254], [0.137, 0.364, 0.056], [2.267, 0.063, -1.560], [-2.278, -0.230, 1.437], [-0.523, -0.526, -0.161], [0.724, 0.291, 0.036], [-0.343, -0.229, -0.040], [0.406, 0.356, 0.101], [0.231, 0.256, 0.197], [-0.158, -0.269, 0.255], [-0.337, 0.111, 0.075], [0.004, 0.279, -0.379], [-0.282, -0.140, -0.361], [0.159, 0.163, 0.334], [0.056, -0.396, -0.090], [0.297, 0.427, -0.005], [-0.346, -0.311, -0.036], [0.065, 0.345, -0.139], [0.308, -0.169, 0.224], [-0.043, 0.163, 0.306], [-0.336, 0.030, -0.333], [-0.220, -0.307, 0.022], [0.031, -0.085, 0.016], [0.040, -0.069, 0.018], [0.008, 0.012, 0.008], [-0.032, -0.002, -0.022], [-0.012, 0.013, 0.009]], "mulliken_charge": [-0.978, -0.249, -0.593, -0.259, 0.381, -0.453, -0.006, -0.339, -0.608, -0.996, 0.061, 0.315, 0.373, 0.244, 0.427, 0.270, 0.392, 0.206, 0.228, 0.258, 0.397, 0.418, 0.274, 0.230, -0.764, 1.120, -0.764, -0.787, -0.797], "charge": -2, "e_homo_ev": 1.2308, "lumo_ev": 4.16, "e_tot_ev": -32546.1815}